# 1
ORCA calculation (ωB97M-V with the def2-TZVPD basis set) on a cluster of 6 separate species, C15H33FO5P in total.

Positions of all 55 atoms, in Å:
F (-3.36859, 1.56234, -0.73679)
P (-5.14314, 1.69971, -0.74520)
H (-5.76985, 0.74637, -1.66322)
H (-5.52892, 3.05108, -1.10162)
H (-5.69709, 1.40002, 0.56521)
C (-2.23088, 1.40956, 4.26673)
C (-3.26741, 0.90149, 3.30066)
O (-4.46889, 1.05800, 3.51247)
C (-2.77720, 0.19432, 2.06548)
H (-2.72971, 1.89790, 5.11059)
H (-1.63660, 0.57488, 4.64710)
H (-1.58709, 2.14026, 3.77062)
H (-2.20727, -0.69445, 2.34769)
H (-2.15782, 0.87087, 1.47126)
H (-3.63561, -0.11709, 1.46088)
C (-1.29109, -1.03713, -1.69473)
C (-1.37860, -2.03340, -0.56973)
O (-2.40143, -2.14785, 0.10378)
C (-0.16625, -2.88414, -0.30042)
H (-2.23892, -0.49412, -1.77316)
H (-0.49210, -0.31894, -1.49378)
H (-1.10696, -1.55726, -2.63816)
H (0.68283, -2.24834, -0.03739)
H (0.06796, -3.48661, -1.18168)
H (-0.37393, -3.55649, 0.53875)
C (1.22227, 3.02024, -2.81026)
C (1.19134, 1.58468, -3.26196)
O (1.11347, 0.66201, -2.45232)
C (1.25957, 1.32154, -4.74257)
H (1.16592, 3.05805, -1.71719)
H (2.15629, 3.49000, -3.12881)
H (0.36535, 3.55829, -3.22340)
H (2.19516, 1.71560, -5.14724)
H (0.40430, 1.78383, -5.24180)
H (1.22784, 0.24147, -4.92098)
C (0.06626, -1.04049, 6.99272)
C (0.68998, 0.32706, 7.07407)
O (1.41358, 0.75338, 6.17543)
C (0.39436, 1.15284, 8.29750)
H (0.36692, -1.52134, 6.05581)
H (0.41011, -1.65602, 7.82784)
H (-1.02311, -0.95347, 7.00723)
H (0.75276, 0.63510, 9.19073)
H (-0.68036, 1.33765, 8.37012)
H (0.91103, 2.11529, 8.21917)
C (5.41342, -1.50057, -6.66240)
C (4.36872, -1.28956, -5.59943)
O (4.04425, -0.15940, -5.23839)
C (3.73644, -2.51473, -4.99506)
H (5.78187, -0.52857, -7.00716)
H (6.25283, -2.06702, -6.25121)
H (4.97665, -2.03056, -7.51260)
H (4.50104, -3.12637, -4.50962)
H (3.22490, -3.08986, -5.77094)
H (3.00140, -2.21001, -4.24257)

- Total charge: +1
- HOMO-LUMO gap: 4.774 eV
- Electronic energy: -1408.40679 Eh
- Lowest unoccupied orbital energy: -0.237 Ha
- HOMO level: -0.413 hartree

Atom charges from the Löwdin analysis, given in e for atoms 1 to 6:
1. F -0.28
2. P 1.16
3. H 0.05
4. H 0.04
5. H 0.04
6. C -0.01


# 2
ORCA calculation (ωB97M-V with the def2-TZVPD basis set) on the ion C5H8N with charge +1.

Positions of all 14 atoms, in Å:
C (1.95024, -1.04432, 0.10792)
C (2.26755, 1.29420, -0.06905)
C (0.48805, -0.93166, -0.06361)
C (-0.21042, 0.35174, -0.06500)
C (-1.73452, 0.44101, -0.02051)
N (2.52838, 0.14098, 0.02046)
H (2.32594, -2.00239, 0.42723)
H (2.32916, 2.30888, -0.32187)
H (0.35846, -1.32357, -1.07755)
H (0.12415, -1.86725, 0.51180)
H (0.43752, 1.18185, -0.24634)
H (-1.99422, 0.93056, -0.95217)
H (-1.91259, 0.88932, 0.87700)
H (-2.05414, -0.59259, -0.15879)

- Total charge: +1
- HOMO-LUMO gap (alpha / beta): 6.423 / 8.626 eV
- Electronic energy: -249.60035 Eh
- Lowest unoccupied orbital energy (alpha / beta): -0.231 / -0.183 Ha
- Relative energy (zero: lowest compared OMol25 entry of this formula, charge and spin): 590.2 kJ/mol
- HOMO level (alpha / beta): -0.467 / -0.500 hartree

Atom charges from the Löwdin analysis, given in e for atoms 1 to 6:
1. C -0.04
2. C 0.24
3. C -0.18
4. C -0.02
5. C -0.01
6. N 0.10


# 3
ORCA calculation (ωB97M-V with the def2-TZVPD basis set) on a cluster of 2 separate species, C6H14NO in total.

Positions of all 22 atoms, in Å:
C (0.17696, -1.93922, -0.64890)
O (-0.14927, -0.63194, -0.24864)
C (1.70205, -2.09404, -1.02551)
C (2.00115, -1.57549, -2.45436)
H (-0.46968, -2.19901, -1.50661)
H (-0.09811, -2.72933, 0.07478)
H (2.06997, -3.13869, -0.85790)
H (2.28325, -1.51905, -0.30503)
H (3.06432, -1.26109, -2.63512)
H (1.34222, -0.71506, -2.74075)
H (1.82189, -2.40812, -3.17357)
C (-2.08807, 0.84058, 1.46933)
C (-1.15500, 2.05663, 1.39311)
C (-1.13272, 3.09183, 2.34996)
N (-0.30304, 1.92084, 0.32039)
H (-1.48659, -0.06481, 1.65513)
H (-2.50799, 0.69039, 0.46492)
H (-2.89561, 0.94396, 2.19667)
H (-0.48029, 3.96362, 2.33429)
H (-1.91842, 3.17504, 3.10060)
H (-0.18862, 0.92256, 0.01628)
H (0.41156, 2.67043, 0.22094)

- Total charge: -1
- HOMO-LUMO gap: 7.320 eV
- Electronic energy: -366.97687 Eh
- Lowest unoccupied orbital energy: 0.153 Ha
- Relative energy (zero: lowest compared OMol25 entry of this formula, charge and spin): 65.1 kJ/mol
- HOMO level: -0.116 hartree

Atom charges from the Löwdin analysis, given in e for atoms 1 to 6:
1. C -0.43
2. O -0.37
3. C -0.27
4. C -0.16
5. H 0.08
6. H 0.07


# 4
ORCA calculation (ωB97M-V with the def2-TZVPD basis set) on a cluster of 6 separate species, C13H31BN6O13PS in total.

Positions of all 66 atoms, in Å:
C (4.11485, -1.68763, 1.34536)
C (2.95984, -0.99857, 2.09978)
C (1.67416, -1.81289, 1.95925)
C (2.85378, 0.51490, 1.73714)
C (1.66942, 0.98178, 0.87460)
C (0.44026, 1.45959, 1.61594)
N (0.74197, 2.59333, 2.58882)
C (0.94619, 2.31684, 3.74145)
S (1.44790, 1.93522, 5.19323)
C (-0.63948, 2.03737, 0.60898)
O (-1.82034, 1.27193, 0.77875)
B (-1.31081, 0.02080, 1.33815)
P (-2.60807, -1.07868, 2.30057)
O (-3.78472, -1.50107, 1.44882)
O (-0.29155, 0.50884, 2.31122)
H (3.82527, -1.93935, 0.32349)
H (4.96536, -1.00350, 1.31677)
H (4.37965, -2.59790, 1.87371)
H (3.22293, -1.04333, 3.16197)
H (1.94840, -2.87156, 2.03582)
H (1.17097, -1.69845, 1.00218)
H (0.98389, -1.63035, 2.77908)
H (3.75140, 0.74540, 1.15507)
H (2.93864, 1.10101, 2.65096)
H (2.02017, 1.86311, 0.32669)
H (1.38209, 0.26694, 0.10614)
H (-0.92933, 3.06423, 0.85618)
H (-0.31244, 2.05707, -0.43839)
H (-0.85899, -0.72737, 0.47216)
H (-1.99316, -2.24184, 2.84314)
H (-3.09812, -0.36346, 3.43489)
C (3.19938, -6.60474, 1.01751)
N (3.50867, -5.19051, 0.67252)
O (2.64355, -4.54101, 0.12363)
O (4.61669, -4.78539, 0.95874)
H (2.18540, -6.81954, 0.70129)
H (3.91781, -7.22786, 0.49241)
H (3.30651, -6.70718, 2.09322)
C (3.89590, -5.03159, -2.86121)
N (3.84507, -6.51222, -3.00229)
O (4.57742, -7.17431, -2.29119)
O (3.07037, -6.96351, -3.81688)
H (4.62725, -4.78373, -2.10039)
H (4.17734, -4.61782, -3.82472)
H (2.90377, -4.70015, -2.56962)
C (-0.28421, 3.46564, -3.87666)
N (1.00947, 3.21043, -3.18415)
O (0.97438, 2.58434, -2.14740)
O (2.01340, 3.65172, -3.70849)
H (-1.08320, 3.02055, -3.29643)
H (-0.40702, 4.54192, -3.94761)
H (-0.21595, 3.01807, -4.86364)
C (-3.96356, 2.25430, -1.08621)
N (-4.37143, 3.10413, -2.23923)
O (-5.54773, 3.38488, -2.37109)
O (-3.49472, 3.47207, -2.99787)
H (-4.84596, 2.00600, -0.50970)
H (-3.49418, 1.35972, -1.48220)
H (-3.25523, 2.81836, -0.48952)
C (-7.80591, 5.60035, -1.07079)
N (-7.37341, 5.92387, 0.31602)
O (-7.75618, 5.20295, 1.21223)
O (-6.66388, 6.89949, 0.45262)
H (-8.42896, 4.71484, -1.03951)
H (-8.35853, 6.45812, -1.44254)
H (-6.91249, 5.42535, -1.66275)

- Total charge: -1
- HOMO-LUMO gap: 6.608 eV
- Electronic energy: -2584.63460 Eh
- Lowest unoccupied orbital energy: 0.058 Ha
- Relative energy (zero: lowest compared OMol25 entry of this formula, charge and spin): 36.4 kJ/mol
- HOMO level: -0.185 hartree

Atom charges from the Löwdin analysis, given in e for atoms 1 to 6:
1. C -0.09
2. C -0.39
3. C -0.07
4. C -0.13
5. C -0.11
6. C -0.45


# 5
ORCA calculation (ωB97M-V with the def2-TZVPD basis set) on an isolated molecule of C5H10O2.

Positions of all 17 atoms, in Å:
C (-1.35323, -1.40797, 1.32194)
O (-0.20084, -0.69120, 0.93210)
C (-0.22641, -0.37120, -0.42800)
C (-1.04426, 0.86957, -0.81606)
O (0.13442, 1.58250, -1.20840)
C (0.98337, 0.45915, -0.89180)
C (2.04582, 0.79960, 0.12865)
H (-2.22740, -1.08065, 0.74580)
H (-1.22412, -2.48923, 1.17372)
H (-1.54396, -1.21698, 2.38168)
H (-0.44015, -1.25749, -1.04158)
H (-1.55766, 1.34595, 0.02426)
H (-1.74548, 0.73688, -1.64889)
H (1.44605, 0.05671, -1.80394)
H (2.70284, -0.05888, 0.30481)
H (2.65104, 1.62696, -0.25501)
H (1.59995, 1.09628, 1.08071)

- Total charge: 0
- HOMO-LUMO gap: 10.720 eV
- Electronic energy: -346.93264 Eh
- Lowest unoccupied orbital energy: 0.038 Ha
- Relative energy (zero: lowest compared OMol25 entry of this formula, charge and spin): 243.6 kJ/mol
- HOMO level: -0.356 hartree
- Structure (SMILES): CO[C@H]1CO[C@H]1C

Atom charges from the Löwdin analysis, given in e for atoms 1 to 6:
1. C -0.09
2. O -0.15
3. C -0.29
4. C -0.12
5. O -0.08
6. C -0.31